1.
{
  "formula": "C4H18O10Sr",
  "method": "wB97M-V/def2-TZVPD",
  "max_force_ev_per_a": 4.6,
  "gap_ev": 3.2,
  "e_lumo_ev": -2.9,
  "e_above_lowest_ev": 8.5229,
  "species": ["Sr", "C", "C", "O", "O", "H", "H", "H", "C", "C", "O", "O", "H", "H", "H", "O", "H", "H", "O", "H", "H", "O", "H", "H", "O", "H", "H", "O", "H", "H", "O", "H", "H"],
  "positions_angstrom": [[19.61755, 19.09632, -5.29420], [20.38624, 16.67056, 0.60946], [20.00378, 17.09643, -0.81549], [18.91146, 17.67574, -1.01577], [20.74582, 16.81391, -1.73229], [19.70581, 15.93206, 1.03339], [20.42751, 17.51826, 1.29342], [21.37095, 16.20679, 0.66758], [15.39587, 23.81886, -6.12864], [15.20627, 22.82616, -4.90091], [15.93681, 21.86791, -4.73166], [14.22560, 22.96095, -4.11770], [15.08227, 23.35135, -7.06202], [16.44674, 24.10549, -6.08867], [14.76569, 24.67320, -5.88148], [16.79546, 16.11332, -5.35006], [16.01289, 16.45921, -4.92090], [17.00649, 15.31863, -4.86001], [20.38406, 22.39065, -3.16429], [20.27635, 23.25410, -3.56314], [20.17520, 22.52554, -2.23994], [20.63064, 16.61453, -8.05507], [20.23924, 16.73323, -8.92049], [20.37339, 15.73011, -7.79459], [17.38404, 19.23558, -8.82697], [17.17489, 19.98679, -9.38211], [16.84371, 18.52462, -9.17167], [23.72126, 19.54410, -5.49284], [24.34239, 18.83880, -5.67448], [24.22722, 20.34720, -5.61647], [20.80774, 22.59404, -7.50410], [20.46169, 23.43206, -7.81102], [21.64157, 22.49589, -7.96379]],
  "lowdin_charge": [1.700, -0.037, -0.847, -0.106, -0.087, 0.064, 0.063, 0.056, -0.042, -0.813, -0.105, -0.098, 0.049, 0.040, 0.052, -0.064, 0.044, 0.039, -0.063, 0.035, 0.045, -0.059, 0.040, 0.043, -0.060, 0.040, 0.036, -0.057, 0.039, 0.036, -0.057, 0.041, 0.030]
}

=====

2.
{
  "formula": "C31H20BF7O2S",
  "method": "wB97M-V/def2-TZVPD",
  "max_force_ev_per_a": 3.4,
  "gap_ev": 6.8,
  "e_lumo_ev": -1.1,
  "e_above_lowest_ev": 2.8785,
  "species": ["F", "C", "C", "C", "F", "C", "C", "C", "C", "C", "C", "F", "C", "C", "F", "C", "C", "H", "H", "H", "H", "H", "H", "H", "C", "C", "C", "C", "C", "B", "C", "C", "C", "C", "C", "F", "F", "F", "C", "C", "O", "C", "C", "C", "C", "C", "C", "O", "S", "H", "H", "H", "H", "H", "H", "H", "H", "H", "H", "H", "H", "H"],
  "positions_angstrom": [[4.56450, 2.52197, 0.11153], [3.25297, 2.65573, 0.52768], [2.93137, 3.63179, 1.45673], [1.57591, 3.75987, 1.74094], [1.20555, 4.66964, 2.70761], [0.59259, 2.99101, 1.13687], [0.95190, 1.99261, 0.22506], [-0.11792, 1.17065, -0.44314], [-0.27154, 1.42458, -1.96006], [-1.50928, 1.14209, -2.58071], [-1.66092, 1.37653, -3.94464], [-2.86100, 1.04500, -4.53834], [-0.62135, 1.81500, -4.75702], [0.59650, 2.06232, -4.13178], [1.67512, 2.44601, -4.90400], [0.79382, 1.84321, -2.75638], [2.31526, 1.77343, -0.02351], [3.69131, 4.29792, 1.88010], [-0.44993, 3.13249, 1.43190], [-1.06438, 1.46487, -0.00640], [-2.31546, 0.68411, -2.02298], [-0.76100, 2.00087, -5.82355], [1.81042, 1.93436, -2.34973], [2.67747, 0.94024, -0.61568], [-1.08558, -5.88703, 1.38078], [-0.64644, -4.47139, 1.42834], [0.33000, -3.90659, 2.24905], [0.48632, -2.51804, 2.10779], [-0.60261, -1.92009, 1.47599], [0.07921, -0.35053, -0.39085], [-1.10147, -0.62247, 1.76014], [-2.45394, -0.27614, 1.48422], [-3.10907, 0.45887, 2.44093], [-2.40521, 1.10517, 3.44715], [-3.13023, 1.96071, 4.45427], [-2.78618, 1.68677, 5.75386], [-2.84978, 3.29092, 4.25210], [-4.48602, 1.82883, 4.38309], [-1.01878, 1.03068, 3.49851], [-0.33692, 0.26160, 2.58838], [1.37551, -0.86375, -0.16859], [1.59308, -1.45504, -1.39493], [0.35380, -1.68591, -2.05371], [0.28806, -1.80979, -3.41943], [1.48252, -1.69067, -4.13752], [2.69767, -1.44211, -3.49458], [2.77478, -1.32896, -2.09674], [-0.68771, -1.19841, -1.30616], [-1.41911, -3.19436, 0.54806], [-0.56939, -6.56485, 2.07422], [-2.15237, -5.94784, 1.64049], [-0.99817, -6.34645, 0.38607], [0.89154, -4.44620, 2.98765], [1.30148, -1.92505, 2.55545], [-2.98659, -0.71179, 0.63218], [-4.18216, 0.49858, 2.43252], [-0.49577, 1.54681, 4.27728], [0.75715, 0.25694, 2.61120], [-0.68136, -1.95336, -3.90222], [1.46656, -1.79542, -5.22580], [3.61804, -1.29641, -4.07342], [3.68726, -1.09351, -1.54626]],
  "lowdin_charge": [0.037, -0.212, 0.066, -0.230, 0.039, 0.040, -0.161, -0.067, -0.122, 0.050, -0.228, 0.037, 0.060, -0.215, 0.038, 0.062, 0.040, 0.139, 0.136, 0.140, 0.134, 0.135, 0.126, 0.113, -0.106, -0.540, -0.115, -0.082, -0.453, -0.607, -0.247, -0.011, 0.002, -0.121, -0.512, 0.115, 0.113, 0.114, -0.003, -0.007, 0.139, -0.167, -0.199, 0.004, -0.076, -0.075, -0.003, 0.053, 1.143, 0.087, 0.080, 0.083, 0.108, 0.134, 0.129, 0.122, 0.129, 0.139, 0.132, 0.109, 0.109, 0.126]
}

=====

3.
{
  "formula": "C17H24IrN6PSi",
  "method": "wB97M-V/def2-TZVPD",
  "max_force_ev_per_a": 1.6,
  "gap_ev": [9.3, 4.0],
  "e_lumo_ev": [-8.0, -13.4],
  "multiplicity": 6,
  "charge": 3,
  "species": ["Ir", "C", "N", "C", "C", "N", "C", "P", "C", "N", "C", "C", "N", "C", "C", "N", "C", "C", "N", "C", "H", "H", "H", "H", "H", "H", "H", "H", "H", "H", "H", "H", "H", "H", "H", "C", "Si", "C", "C", "C", "C", "H", "H", "H", "H", "H", "H", "H", "H", "H"],
  "positions_angstrom": [[0.10244, -0.35270, 0.31999], [-1.08748, 5.02393, 0.35732], [-0.91743, 3.73292, -0.24579], [-1.12087, 3.42259, -1.54202], [-0.84226, 2.08018, -1.67751], [-0.47458, 1.59022, -0.47493], [-0.52240, 2.61552, 0.39621], [-0.11457, 2.66573, 2.18982], [1.51169, 1.83397, 2.02496], [1.81567, 0.77359, 1.26735], [3.15875, 0.62117, 1.30452], [3.68144, 1.60611, 2.11006], [2.64235, 2.34986, 2.55194], [2.71361, 3.47386, 3.44812], [-1.15819, 1.23281, 2.65807], [-1.31021, 0.07475, 2.00503], [-2.30785, -0.60449, 2.61484], [-2.76848, 0.15347, 3.66488], [-2.03947, 1.29306, 3.67731], [-2.14887, 2.36846, 4.62495], [-1.43581, 5.73300, -0.38961], [-1.82190, 4.97500, 1.16169], [-0.14055, 5.38010, 0.76368], [-1.43953, 4.14168, -2.26850], [-0.89575, 1.48041, -2.56584], [3.66161, -0.15137, 0.75605], [4.70168, 1.80712, 2.37552], [3.72666, 3.57453, 3.83385], [2.44159, 4.39996, 2.93826], [2.03350, 3.33128, 4.28892], [-2.64187, -1.56333, 2.26599], [-3.54793, -0.05334, 4.37325], [-2.83494, 2.08371, 5.41993], [-1.17320, 2.58495, 5.06185], [-2.51964, 3.27657, 4.14596], [0.57799, -5.45604, 2.44556], [1.53501, -5.15846, 0.72385], [3.41750, -5.18757, 0.90313], [0.65690, -6.65829, -0.15249], [0.92093, -3.45614, 0.26375], [0.55986, -2.29504, 0.08517], [0.84907, -6.42777, 2.83757], [-0.49211, -5.38220, 2.31325], [0.93577, -4.66440, 3.09085], [3.76553, -6.16423, 1.24285], [3.76179, -4.44813, 1.62781], [3.93687, -4.97076, -0.03028], [0.98486, -7.59042, 0.30083], [0.97060, -6.62459, -1.19230], [-0.42591, -6.58276, -0.09317]],
  "mulliken_spin": [3.087, 0.001, 0.022, -0.007, 0.003, 0.147, 0.002, -0.006, -0.026, 0.177, -0.002, -0.002, 0.009, 0.001, -0.021, 0.174, -0.001, -0.004, 0.011, 0.001, 0.000, 0.001, 0.001, 0.000, 0.002, 0.004, 0.001, 0.000, 0.000, 0.000, 0.003, 0.001, 0.000, 0.000, 0.001, 0.409, 0.197, -0.001, 0.258, 0.450, -0.014, 0.008, 0.003, 0.048, -0.001, 0.008, 0.009, -0.001, 0.045, 0.002]
}

=====

4.
{
  "formula": "C2H7N3",
  "method": "wB97M-V/def2-TZVPD",
  "max_force_ev_per_a": 3.4,
  "gap_ev": 10.4,
  "e_lumo_ev": 1.0,
  "smiles": "[H]/N=C/NNC",
  "e_above_lowest_ev": 2.2285,
  "species": ["H", "N", "C", "N", "N", "C", "H", "H", "H", "H", "H", "H"],
  "positions_angstrom": [[2.94513, 0.80699, 0.30422], [2.35742, 0.02418, 0.01013], [1.08059, 0.35089, 0.00320], [0.07140, -0.52339, -0.38383], [-1.09267, -0.51505, 0.43080], [-1.99850, 0.42991, -0.16273], [0.48168, 1.33806, 0.25195], [0.37334, -1.51182, -0.43548], [-0.85576, -0.26068, 1.44428], [-2.91031, 0.59889, 0.58914], [-2.42352, 0.03242, -1.15619], [-1.45621, 1.41124, -0.44046]],
  "lowdin_charge": [0.025, 0.060, -0.309, -0.099, -0.173, -0.184, 0.137, 0.135, 0.134, 0.113, 0.090, 0.071]
}